Entry 1:
# C6H10N2O2

An isolated molecule of C6H10N2O2 at a distorted geometry (ωB97M-V with the def2-TZVPD basis set, the Open Molecules 2025 dataset).

Each line ends with the natural charge from an NBO analysis.
Atoms and positions in Å:
C (-1.6871, -0.4834, 1.3010)  0.69
C (-1.2883, -0.7518, -0.2643)  -0.27
C (0.3901, 1.1719, -0.5508)  -0.22
C (2.0051, 1.0391, -0.3270)  -0.43
C (2.2662, -0.2669, -0.8191)  -0.54
C (0.9592, -1.1388, -0.6105)  0.73
H (-3.6024, 0.2303, 0.8906)  0.36
H (-3.2059, 0.1962, 2.2389)  0.35
H (-1.3776, -1.7694, -0.3881)  0.23
H (-1.8156, -0.4854, -0.8634)  0.15
H (-0.1268, 1.4045, 0.2735)  0.20
H (0.0894, 1.8739, -1.1942)  0.19
H (2.6364, 1.8105, -0.9137)  0.22
H (2.3661, 1.5283, 0.7278)  0.24
H (2.5364, -0.6543, -2.0162)  0.23
H (2.8027, -0.7536, -0.1181)  0.23
N (-2.8666, 0.2548, 1.4378)  -0.81
N (-0.0255, -0.2017, -0.3922)  -0.44
O (-1.0070, -0.7301, 2.1743)  -0.55
O (0.9512, -2.2742, -0.5863)  -0.58

Calculated values
E_HOMO: -8.90 eV
SMILES: NC(=O)CN1CCCC1=O
HOMO-LUMO gap: 9.6 eV
molecular weight: 142.158 Da
ΔE to the lowest compared entry with this formula, charge and spin: 625.2 kJ/mol

Entry 2:
# C7H18N5O2S2V

A structure of composition C7H18N5O2S2V at a distorted geometry (ωB97M-V with the def2-TZVPD basis set, the Open Molecules 2025 dataset).

Each line ends with the Mulliken spin population.
Atoms and positions in Å:
V (-0.5577, 0.8532, -0.5001)  2.90
N (1.3872, 0.8311, -1.4597)  -0.01
N (2.2717, 0.2031, -0.4675)  0.01
C (1.6338, -0.8176, 0.2885)  -0.02
O (2.2750, -1.7794, 0.6340)  0.01
O (0.3820, -0.5520, 0.5936)  -0.04
H (1.4737, 0.2519, -2.3253)  0.00
H (1.8417, 1.7240, -1.7117)  0.01
H (3.1869, -0.1309, -0.7861)  0.00
N (-0.0381, 2.7724, 0.3352)  0.01
C (0.3723, 2.5579, 1.7204)  -0.01
C (-0.8006, 2.2678, 2.6715)  0.01
C (-1.3418, 0.8828, 2.4831)  0.00
N (-1.9329, 0.6498, 1.1749)  0.02
H (0.6829, 3.3694, -0.1283)  0.01
H (-0.8089, 3.4178, 0.2737)  0.00
H (0.8167, 3.4508, 2.1043)  0.01
H (1.1171, 1.7328, 1.7696)  0.00
H (-1.6251, 3.0062, 2.4420)  0.00
H (-0.4834, 2.3822, 3.7046)  0.00
H (-2.1439, 0.7886, 3.2442)  0.00
H (-0.5527, 0.1143, 2.7237)  -0.01
H (-2.7398, 1.2229, 1.0833)  0.01
H (-2.3576, -0.2700, 1.0320)  0.01
S (-1.4184, 0.2116, -2.5736)  0.01
C (-0.7617, -1.3160, -2.3566)  0.02
N (-1.0604, -2.1599, -1.3829)  0.04
C (-0.1897, -3.2959, -1.2486)  0.00
C (0.7077, -3.4247, -2.4496)  0.00
S (0.3677, -1.9765, -3.4798)  0.01
H (-1.8248, -1.9499, -0.7662)  0.00
H (-0.7652, -4.2336, -1.1581)  0.00
H (0.4750, -3.2206, -0.3452)  0.00
H (0.6712, -4.3026, -3.0631)  0.00
H (1.7403, -3.2608, -2.0763)  0.00

Calculated values
E_HOMO (alpha / beta): -10.31 / -12.70 eV
net charge: +1
HOMO-LUMO gap (alpha / beta): 7.0 / 9.5 eV
multiplicity: 4
molecular weight: 319.332 Da

Entry 3:
# C24H20AsBrN4O4S10SbW

A structure of composition C24H20AsBrN4O4S10SbW (ωB97M-V with the def2-TZVPD basis set, the Open Molecules 2025 dataset).

Each line ends with the natural charge from an NBO analysis.
Atoms and positions in Å:
W (-0.1664, -1.5533, 0.1963)  0.66
S (-2.1806, -2.9101, -0.5412)  -0.34
As (-0.6696, -4.2392, -1.3826)  0.63
S (0.3798, -2.3884, -2.0233)  -0.35
S (-0.2609, -3.1839, 1.9017)  -0.02
S (0.3994, -4.6795, 0.6314)  -0.24
C (-4.3088, 1.0122, -2.2300)  -0.25
O (-3.1545, 1.4572, -1.5503)  -0.48
C (-2.7793, 2.7427, -1.7166)  0.27
C (-3.4634, 3.6757, -2.4690)  -0.32
C (-2.9528, 4.9687, -2.5763)  -0.09
Br (-3.9026, 6.2321, -3.6324)  0.03
C (-1.7960, 5.3478, -1.9428)  -0.22
C (-1.1103, 4.4023, -1.1715)  -0.17
C (-1.5817, 3.1027, -1.0646)  0.38
O (-0.9200, 2.1070, -0.4402)  -0.71
C (0.1567, 4.7701, -0.5230)  0.38
N (1.1083, 5.4639, -1.0919)  -0.50
C (2.1013, 5.5455, -0.1253)  0.16
C (3.3471, 6.1699, -0.1754)  -0.23
C (4.1490, 6.0993, 0.9442)  -0.23
C (3.7329, 5.4193, 2.1013)  -0.22
C (2.5052, 4.7916, 2.1683)  -0.21
C (1.7041, 4.8723, 1.0363)  0.09
N (0.4509, 4.3666, 0.7544)  -0.58
H (-5.1989, 1.5519, -1.8955)  0.18
H (-4.4057, -0.0411, -1.9832)  0.21
H (-4.1995, 1.1278, -3.3128)  0.17
H (-4.3838, 3.4165, -2.9692)  0.23
H (-1.3981, 6.3475, -2.0317)  0.24
H (-0.2025, 2.4582, 0.1081)  0.51
H (3.6644, 6.6902, -1.0696)  0.21
H (5.1217, 6.5743, 0.9353)  0.21
H (4.3935, 5.3818, 2.9580)  0.21
H (2.1835, 4.2590, 3.0533)  0.23
H (-0.2117, 3.9430, 1.4138)  0.46
O (3.5054, -2.9585, 2.3424)  -0.67
C (4.4484, -2.3356, 1.6173)  0.35
C (5.7705, -2.5742, 2.0000)  -0.28
C (6.8156, -1.9652, 1.3398)  -0.18
C (6.5726, -1.0934, 0.2822)  -0.27
C (5.2701, -0.8514, -0.0987)  -0.14
C (4.1930, -1.4598, 0.5474)  -0.15
C (2.8274, -1.1467, 0.0824)  0.58
O (1.8615, -1.9508, 0.4622)  -0.77
N (2.6419, -0.1314, -0.6871)  -0.40
N (1.3250, -0.0536, -1.1295)  -0.37
C (1.1736, 0.8173, -2.0587)  -0.04
S (-0.2992, 0.9779, -2.9906)  0.34
C (0.3860, 2.1717, -4.1676)  -0.53
C (1.3727, 3.0419, -3.4184)  -0.55
S (2.4555, 1.9488, -2.4611)  0.32
H (2.6309, -2.7506, 1.9668)  0.52
H (5.9412, -3.2481, 2.8286)  0.22
H (7.8322, -2.1676, 1.6529)  0.20
H (7.3916, -0.6153, -0.2374)  0.21
H (5.0486, -0.1808, -0.9177)  0.23
H (-0.4523, 2.7534, -4.5515)  0.24
H (0.8686, 1.6404, -4.9882)  0.22
H (0.8720, 3.7416, -2.7446)  0.25
H (2.0052, 3.6043, -4.1047)  0.23
S (-1.8993, 2.9519, 2.6179)  -0.82
Sb (-1.4631, 0.7325, 2.7088)  1.39
S (0.6350, 0.1630, 1.6786)  -0.40
S (-2.2022, -0.5311, 0.7449)  -0.26
S (-1.8662, -0.5265, 4.5078)  -0.74

Calculated values
E_HOMO: -5.74 eV
net charge: -1
HOMO-LUMO gap: 6.1 eV
molecular weight: 1209.544 Da
ΔE to the lowest compared entry with this formula, charge and spin: 90.4 kJ/mol

Entry 4:
# C7H12

An isolated molecule of C7H12 (ωB97M-V with the def2-TZVPD basis set, the Open Molecules 2025 dataset).

Each line ends with the natural charge from an NBO analysis.
Atoms and positions in Å:
C (-0.4444, -0.2248, 2.0114)  -0.60
C (0.9406, -0.1687, 1.3901)  -0.41
C (1.3746, -0.4715, -0.0063)  -0.41
C (0.5057, -0.8341, -1.2071)  -0.38
C (-0.8812, -0.1854, -1.2213)  -0.41
C (-0.8285, 1.3332, -1.0652)  -0.60
C (1.4528, 0.9395, 0.5156)  0.18
H (-0.7496, -1.2676, 2.1564)  0.21
H (-0.4323, 0.2645, 2.9901)  0.22
H (-1.2096, 0.2715, 1.4107)  0.21
H (1.7184, -0.4079, 2.1192)  0.25
H (2.3601, -0.9366, -0.0713)  0.25
H (1.0496, -0.5420, -2.1152)  0.21
H (0.3993, -1.9268, -1.2433)  0.21
H (-1.3737, -0.4390, -2.1680)  0.21
H (-1.4994, -0.6342, -0.4365)  0.20
H (-1.7842, 1.7519, -0.7363)  0.21
H (-0.5284, 1.8232, -1.9973)  0.22
H (-0.0700, 1.6547, -0.3256)  0.22

Calculated values
E_HOMO: -8.50 eV
HOMO-LUMO gap: 8.5 eV
molecular weight: 96.173 Da
ΔE to the lowest compared entry with this formula, charge and spin: 416.7 kJ/mol

Entry 5:
# C28H35BrFN7O2Ru

A structure of composition C28H35BrFN7O2Ru (ωB97M-V with the def2-TZVPD basis set, the Open Molecules 2025 dataset).

Each line ends with the Mulliken charge.
Atoms and positions in Å:
Ru (-1.1298, 0.5137, 0.3811)  0.49
O (2.5277, -3.0304, 1.5031)  -0.53
C (2.7288, -3.1369, 0.1611)  1.08
C (3.5407, -4.1240, -0.3887)  -0.77
C (3.7088, -4.1991, -1.7595)  -0.66
C (3.0678, -3.2963, -2.6028)  -1.21
C (2.2643, -2.3176, -2.0508)  -0.72
C (2.0818, -2.2233, -0.6699)  0.61
C (1.2162, -1.1596, -0.0809)  -0.41
O (-0.2559, -1.3490, -0.4422)  0.14
N (1.5506, 0.1396, -0.5902)  -0.72
N (0.5050, 1.0512, -0.6011)  0.54
C (0.6071, 2.1072, -1.3302)  -0.63
C (-0.5894, 2.8569, -1.6345)  0.51
Br (-2.0887, 1.6445, -1.6731)  -0.07
C (-0.7288, 4.1402, -1.9688)  -0.79
C (0.3333, 5.1408, -1.8798)  0.78
C (1.3539, 5.0593, -0.9276)  -0.20
C (2.3536, 6.0166, -0.8917)  -0.88
C (2.3411, 7.0665, -1.8005)  -0.44
C (1.3177, 7.1693, -2.7343)  -0.58
C (0.3123, 6.2196, -2.7675)  -0.58
H (3.1679, -3.5751, 1.9762)  0.35
H (4.0469, -4.8263, 0.2633)  0.39
H (4.3498, -4.9654, -2.1742)  0.43
H (3.2053, -3.3537, -3.6732)  0.46
H (1.7604, -1.6148, -2.7076)  0.39
H (1.2250, -1.1589, 1.0020)  0.77
H (2.0267, 0.1093, -1.4834)  0.61
H (1.5454, 2.3616, -1.8169)  0.63
H (-1.6900, 4.4756, -2.3432)  0.44
H (1.3364, 4.2725, -0.1824)  0.52
H (3.1354, 5.9552, -0.1465)  0.42
H (3.1203, 7.8159, -1.7696)  0.40
H (1.3008, 7.9955, -3.4317)  0.42
H (-0.4888, 6.3035, -3.4915)  0.41
C (-0.0224, 5.0833, 3.1089)  -1.32
C (-0.9447, 4.1027, 2.4748)  0.87
C (-2.3162, 4.0811, 2.3550)  -1.04
C (-2.6346, 2.9023, 1.6636)  0.21
N (-1.5131, 2.2563, 1.3524)  0.32
N (-0.4957, 2.9934, 1.8546)  0.03
C (-3.9865, 2.3717, 1.3280)  -1.28
H (-0.5771, 5.7355, 3.7784)  0.37
H (0.4582, 5.7055, 2.3523)  0.26
H (0.7538, 4.5817, 3.6869)  0.36
H (-3.0075, 4.8114, 2.7387)  0.51
H (0.4340, 2.6076, 1.8686)  0.19
H (-4.5346, 3.0734, 0.7000)  0.31
H (-4.5645, 2.2229, 2.2399)  0.37
H (-3.9275, 1.4173, 0.8057)  0.21
F (-0.3556, -0.2110, 2.0493)  -0.85
C (-1.7099, -4.8610, 2.7287)  -0.74
C (-0.7135, -3.7366, 2.9299)  -0.64
N (-0.6878, -2.9013, 1.7306)  0.33
C (-0.8356, -3.4270, 0.5304)  0.19
N (-0.6602, -2.6633, -0.5817)  0.05
C (-1.1451, -2.9670, -1.9275)  -0.65
C (-1.8406, -4.3176, -1.9285)  -0.81
C (-1.0828, -5.2617, -1.0139)  -0.71
N (-1.1068, -4.7185, 0.3440)  0.10
C (-1.3433, -5.6305, 1.4729)  -0.57
H (-2.7169, -4.4498, 2.6390)  0.30
H (-1.7016, -5.5379, 3.5810)  0.39
H (0.2882, -4.1306, 3.1176)  0.26
H (-0.9848, -3.0963, 3.7655)  0.40
H (-0.5412, -1.8879, 1.8420)  0.18
H (-0.2868, -2.9677, -2.5989)  0.32
H (-1.8253, -2.1691, -2.2305)  0.28
H (-1.8738, -4.7043, -2.9455)  0.44
H (-2.8675, -4.2232, -1.5729)  0.30
H (-0.0476, -5.3889, -1.3469)  0.26
H (-1.5503, -6.2427, -0.9821)  0.45
H (-0.4446, -6.2312, 1.6345)  0.32
H (-2.1480, -6.3052, 1.1828)  0.41

Calculated values
E_HOMO: -13.27 eV
net charge: +2
HOMO-LUMO gap: 7.7 eV
molecular weight: 701.607 Da